# 1
Molecular formula: C36H55NO8P2
Method: DFT, wB97M-V/def2-TZVPD

Atoms and positions in Å:
C -5.881 -1.019 1.270
C -6.921 -0.778 0.008
C -6.266 0.048 -1.249
C -6.275 1.674 -1.033
C -4.672 2.139 -0.943
C -4.684 3.778 -0.902
C -3.813 4.514 -2.077
C -2.209 4.038 -2.117
C -1.524 4.208 -0.648
C 0.064 3.873 -0.528
C 1.209 3.968 -1.693
O 0.841 4.354 -3.061
C 1.051 3.274 -4.034
C -0.283 2.419 -4.442
C -0.362 1.126 -3.438
O -0.017 1.863 -5.810
C 2.812 3.641 -1.359
P 4.225 3.803 -2.682
N 3.812 4.969 -3.773
O 4.556 2.268 -3.499
O 5.677 4.441 -1.885
C 3.347 3.182 0.154
C 2.196 3.060 1.314
C 0.605 3.397 0.982
C -0.422 3.218 2.291
O -1.437 4.042 2.565
C -0.088 1.871 3.224
C -1.230 0.855 3.815
C -0.754 -0.468 4.689
C 0.846 -0.801 5.047
C 1.108 -2.147 5.946
C 2.106 -3.255 5.266
C 1.745 -3.662 3.719
C 3.136 -3.660 2.791
C 3.432 -5.099 2.065
C 3.657 -4.893 0.428
C 2.189 -5.037 -0.342
C 2.257 -6.109 -1.623
C 0.683 -6.212 -2.178
O 0.629 -6.495 -3.639
C 0.564 -5.150 -4.271
C 1.996 0.216 4.455
P 3.842 -0.176 4.865
O 4.010 -0.633 6.402
C 1.513 1.506 3.543
C 2.612 2.565 2.857
O 3.705 3.019 3.486
H -4.787 -1.057 0.852
H -6.016 -0.260 2.151
H -6.103 -2.094 1.718
H -7.923 -0.280 0.374
H -7.210 -1.851 -0.411
H -6.755 -0.165 -2.293
H -5.135 -0.316 -1.336
H -6.890 2.051 -0.111
H -6.696 2.241 -1.986
H -4.194 1.742 0.075
H -4.093 1.783 -1.897
H -5.792 4.215 -0.986
H -4.279 4.182 0.137
H -4.313 4.363 -3.144
H -3.774 5.682 -1.907
H -1.734 4.716 -2.972
H -2.235 2.899 -2.380
H -2.096 3.454 0.079
H -1.702 5.306 -0.267
H 1.876 2.484 -3.719
H 1.442 3.795 -5.032
H -1.269 3.038 -4.543
H -0.547 1.440 -2.302
H -1.249 0.430 -3.748
H 0.617 0.465 -3.427
H 0.119 0.856 -5.694
H 3.807 4.516 -4.716
H 5.457 1.991 -3.103
H 5.565 5.450 -1.804
H 4.489 2.958 0.390
H -2.377 1.063 3.584
H -1.636 -1.182 5.056
H 1.528 -1.810 6.986
H 0.061 -2.664 6.161
H 1.990 -4.256 5.906
H 3.254 -2.958 5.387
H 0.997 -2.927 3.197
H 1.260 -4.749 3.637
H 3.027 -2.846 1.943
H 4.096 -3.389 3.420
H 2.633 -5.933 2.293
H 4.481 -5.502 2.465
H 4.132 -3.826 0.176
H 4.420 -5.742 0.085
H 1.399 -5.425 0.436
H 1.844 -3.999 -0.789
H 2.983 -5.682 -2.459
H 2.657 -7.153 -1.222
H 0.118 -7.026 -1.550
H 0.208 -5.154 -2.001
H -0.466 -4.602 -4.103
H 0.760 -5.267 -5.420
H 1.406 -4.463 -3.795
H 4.731 0.944 4.691
H 4.327 -1.225 3.966

Values from the calculation:
Charge: 0
E_HOMO, eV: -8.897
HOMO-LUMO gap, eV: 6.80


# 2
Molecular formula: C36H56BClIN7O3
Method: DFT, wB97M-V/def2-TZVPD

Atoms and positions in Å:
C 2.894 -3.362 1.239
C 1.420 -3.775 1.392
B 0.426 -2.826 0.624
O 0.877 -1.778 -0.124
C -1.136 -3.165 0.705
C -1.552 -4.303 0.137
C -2.983 -4.687 0.215
O -3.325 -5.835 0.051
C -3.967 -3.598 0.547
Cl -5.589 -3.934 0.124
C -3.549 -2.467 1.123
I -4.855 -0.924 1.618
C -2.093 -2.273 1.411
O -1.702 -1.434 2.195
H 3.122 -2.568 1.950
H 3.148 -3.073 0.221
H 3.524 -4.203 1.538
H 1.247 -4.781 0.983
H 1.075 -3.767 2.434
H 0.333 -0.990 -0.015
H -0.843 -4.942 -0.378
C 5.286 -0.982 -2.101
C 5.417 0.068 -1.008
C 6.441 -0.316 0.064
C 6.031 -1.489 0.835
N 5.698 -2.403 1.446
H 4.902 -1.926 -1.704
H 4.592 -0.640 -2.870
H 6.241 -1.176 -2.575
H 4.441 0.243 -0.552
H 5.729 1.009 -1.458
H 6.576 0.520 0.753
H 7.413 -0.506 -0.396
C -1.090 2.084 -3.327
C -0.317 0.789 -3.608
C 0.414 0.257 -2.374
C 1.487 1.148 -1.934
N 2.332 1.848 -1.590
H -0.413 2.882 -3.053
H -1.634 2.380 -4.219
H -1.802 1.926 -2.522
H 0.395 0.953 -4.420
H -1.015 0.020 -3.947
H 0.845 -0.720 -2.596
H -0.297 0.110 -1.560
C -3.261 0.825 7.050
C -2.753 0.066 5.828
C -2.313 0.990 4.687
C -3.431 1.736 4.118
N -4.318 2.301 3.657
H -4.162 1.395 6.820
H -3.509 0.130 7.852
H -2.502 1.515 7.424
H -3.527 -0.617 5.475
H -1.897 -0.546 6.119
H -1.857 0.395 3.893
H -1.551 1.689 5.038
C -1.730 -6.569 -3.921
C -2.459 -5.602 -4.847
C -1.596 -4.405 -5.262
C -1.272 -3.541 -4.130
N -1.025 -2.860 -3.239
H -1.471 -6.093 -2.973
H -2.361 -7.428 -3.697
H -0.811 -6.937 -4.382
H -3.372 -5.251 -4.362
H -2.763 -6.134 -5.750
H -2.127 -3.813 -6.010
H -0.672 -4.749 -5.732
C 11.057 -0.981 -1.527
C 10.621 -1.690 -2.804
C 10.045 -0.732 -3.852
C 8.792 -0.123 -3.413
N 7.801 0.347 -3.068
H 10.209 -0.518 -1.019
H 11.509 -1.691 -0.835
H 11.793 -0.204 -1.741
H 9.888 -2.461 -2.562
H 11.483 -2.198 -3.241
H 9.859 -1.275 -4.781
H 10.768 0.052 -4.086
C -1.875 7.240 -0.508
C -1.683 7.562 -1.986
C -2.634 6.777 -2.895
C -2.365 5.341 -2.871
N -2.142 4.213 -2.857
H -1.640 6.196 -0.294
H -1.219 7.859 0.103
H -2.904 7.430 -0.195
H -0.649 7.364 -2.271
H -1.859 8.627 -2.143
H -2.532 7.131 -3.923
H -3.670 6.957 -2.603
C -8.921 4.619 6.222
C -7.676 4.385 5.372
C -7.499 2.922 4.957
C -7.235 2.048 6.097
N -7.021 1.364 6.995
H -8.861 4.084 7.171
H -9.035 5.680 6.446
H -9.820 4.288 5.699
H -6.794 4.726 5.917
H -7.745 4.991 4.467
H -6.663 2.844 4.261
H -8.388 2.574 4.426

Values from the calculation:
Charge: 0
E_HOMO, eV: -9.385
SMILES: CCB(O)C1=CC(=O)C(Cl)=C(I)C1=O.CCCC#N.CCCC#N.CCCC#N.CCCC#N.CCCC#N.CCCC#N.CCCC#N
HOMO-LUMO gap, eV: 7.90
Energy relative to the best compared isomer or geometry (same formula, charge and spin), kJ/mol: 0.0


# 3
Molecular formula: C36H56N11
Method: DFT, wB97M-V/def2-TZVPD

Atoms and positions in Å:
C 4.333 -2.330 2.006
C 3.391 -3.141 2.627
N 2.114 -2.875 2.405
N 1.618 -1.928 1.635
C 2.498 -1.134 1.044
C 1.949 -0.063 0.176
C 2.822 1.183 0.023
C 1.957 2.443 0.091
C 0.929 2.517 -1.037
C -0.442 1.863 -0.780
C -1.046 2.158 0.588
C -2.584 2.136 0.548
C -3.208 0.906 -0.107
C -3.052 -0.395 0.700
C -2.123 -1.490 0.162
C -2.332 -1.837 -1.305
C -1.780 -3.211 -1.704
N -0.345 -3.157 -1.991
C 0.247 -2.492 -3.019
C 1.615 -2.671 -2.965
C 1.848 -3.517 -1.851
C 0.633 -3.799 -1.274
C 3.888 -1.324 1.199
H 5.385 -2.500 2.167
H 3.664 -3.960 3.268
H 1.424 -3.470 2.847
H 1.024 0.242 0.663
H 1.652 -0.495 -0.776
H 3.273 1.148 -0.959
H 3.581 1.276 0.798
H 2.647 3.274 -0.048
H 1.542 2.571 1.088
H 0.723 3.562 -1.240
H 1.343 2.093 -1.951
H -0.390 0.800 -1.007
H -1.126 2.281 -1.520
H -0.718 1.404 1.314
H -0.695 3.112 0.970
H -2.885 3.047 0.034
H -2.971 2.181 1.567
H -2.911 0.809 -1.145
H -4.278 1.112 -0.141
H -2.732 -0.187 1.722
H -4.032 -0.861 0.794
H -1.072 -1.290 0.350
H -2.350 -2.394 0.741
H -1.805 -1.079 -1.883
H -3.375 -1.770 -1.606
H -2.330 -3.589 -2.557
H -1.871 -3.891 -0.863
H -0.299 -1.921 -3.750
H 2.350 -2.275 -3.637
H 2.819 -3.851 -1.526
H 0.465 -4.410 -0.408
H 4.572 -0.679 0.673
C -1.053 -3.643 3.697
C -2.507 -3.677 3.717
N -3.649 -3.682 3.734
H -0.676 -3.342 4.675
H -0.667 -4.633 3.452
H -0.721 -2.924 2.945
C -6.669 -2.000 -2.282
C -5.596 -2.778 -2.890
N -4.759 -3.388 -3.375
H -6.254 -1.124 -1.785
H -7.369 -1.675 -3.049
H -7.198 -2.608 -1.551
C -3.125 6.283 -1.050
C -1.876 5.696 -1.520
N -0.895 5.236 -1.888
H -3.569 5.648 -0.284
H -2.933 7.267 -0.628
H -3.822 6.379 -1.880
C 7.283 -1.401 -2.791
C 6.241 -0.702 -2.057
N 5.424 -0.143 -1.478
H 7.953 -0.683 -3.258
H 7.859 -2.025 -2.111
H 6.832 -2.031 -3.558
C -5.389 2.220 3.769
C -5.614 3.336 2.859
N -5.788 4.209 2.140
H -4.512 1.657 3.452
H -5.227 2.593 4.778
H -6.256 1.562 3.766
C 5.144 5.098 1.362
C 3.749 5.197 1.774
N 2.653 5.277 2.100
H 5.567 6.094 1.256
H 5.712 4.547 2.109
H 5.211 4.579 0.407
C 9.378 1.934 -5.096
C 9.655 1.011 -4.003
N 9.872 0.285 -3.144
H 8.441 1.664 -5.580
H 9.302 2.948 -4.710
H 10.183 1.890 -5.827
C -6.899 -3.235 3.958
C -8.136 -2.678 3.422
N -9.099 -2.240 2.988
H -6.105 -3.151 3.223
H -6.607 -2.695 4.856
H -7.040 -4.285 4.206

Values from the calculation:
Charge: +1
E_HOMO, eV: -10.381
HOMO-LUMO gap, eV: 6.03


# 4
Molecular formula: C36H57BBeN2S3
Method: DFT, wB97M-V/def2-TZVPD

Atoms and positions in Å:
Be -0.800 -0.551 0.208
C -5.099 -0.764 1.190
C -4.101 -1.100 2.289
S -2.303 -1.054 1.918
C -1.874 -2.808 1.721
C -2.107 -3.387 0.336
S -1.492 -2.325 -1.022
C -3.002 -2.050 -2.016
C -4.047 -1.114 -1.431
S -5.180 -1.903 -0.223
H -4.942 0.240 0.800
H -6.099 -0.802 1.627
H -4.299 -2.083 2.713
H -4.216 -0.353 3.077
H -2.424 -3.392 2.460
H -0.813 -2.830 1.963
H -3.164 -3.536 0.152
H -1.598 -4.348 0.261
H -3.420 -3.027 -2.262
H -2.606 -1.610 -2.932
H -4.683 -0.750 -2.239
H -3.571 -0.267 -0.946
C -2.912 2.925 -0.992
C -2.456 1.836 -0.018
C -2.020 2.475 1.300
C -1.335 0.965 -0.621
H -3.715 3.531 -0.562
H -3.279 2.490 -1.925
H -2.075 3.585 -1.231
H -3.335 1.215 0.206
H -1.191 3.163 1.124
H -1.684 1.715 2.011
H -2.836 3.042 1.755
H -0.486 1.652 -0.748
H -1.631 0.740 -1.660
C 2.021 0.913 -2.461
C 2.771 -0.153 -1.658
C 4.287 0.016 -1.817
C 2.358 -1.558 -2.055
C 2.481 -1.945 -3.385
C 2.216 -3.244 -3.778
C 1.831 -4.180 -2.835
C 1.674 -3.829 -1.499
C 1.245 -4.888 -0.500
C 2.419 -5.806 -0.137
C 0.090 -5.746 -1.039
C 1.928 -2.505 -1.112
N 1.810 -2.122 0.254
B 0.864 -1.228 0.906
N 1.416 -1.155 2.245
C 2.569 -1.927 2.345
C 2.808 -2.501 1.151
C 0.988 -0.319 3.312
C 0.252 -0.831 4.388
C -0.251 0.055 5.334
C -0.028 1.418 5.224
C 0.763 1.904 4.197
C 1.301 1.047 3.245
C 2.325 1.559 2.249
C 1.786 2.654 1.329
C 3.565 2.056 3.007
C 0.044 -2.320 4.576
C -1.401 -2.672 4.963
C 1.007 -2.850 5.648
H 2.311 1.908 -2.118
H 0.946 0.801 -2.325
H 2.245 0.844 -3.527
H 2.524 -0.004 -0.608
H 4.582 -0.050 -2.867
H 4.824 -0.755 -1.263
H 4.595 0.992 -1.436
H 2.806 -1.218 -4.119
H 2.321 -3.530 -4.818
H 1.641 -5.198 -3.151
H 0.911 -4.382 0.409
H 2.818 -6.273 -1.040
H 2.089 -6.595 0.542
H 3.226 -5.256 0.345
H 0.462 -6.494 -1.742
H -0.645 -5.133 -1.561
H -0.402 -6.283 -0.226
H 3.159 -1.969 3.247
H 3.637 -3.123 0.856
H -0.837 -0.327 6.162
H -0.447 2.094 5.959
H 0.983 2.964 4.144
H 2.635 0.726 1.618
H 1.387 3.494 1.902
H 0.997 2.255 0.692
H 2.588 3.027 0.689
H 3.340 2.968 3.564
H 4.365 2.278 2.297
H 3.925 1.304 3.711
H 0.287 -2.827 3.641
H -1.557 -2.552 6.037
H -1.616 -3.712 4.713
H -2.113 -2.030 4.441
H 0.823 -2.351 6.600
H 2.046 -2.675 5.369
H 0.864 -3.925 5.783

Values from the calculation:
Charge: 0
E_HOMO, eV: -7.513
HOMO-LUMO gap, eV: 7.87
Energy relative to the best compared isomer or geometry (same formula, charge and spin), kJ/mol: 5.5